Entry 1:
# C23H49B3Cl20O4S

A structure of composition C23H49B3Cl20O4S in a non-equilibrium geometry (wB97M-V/def2-TZVPD, the OMol25 dataset).

E_HOMO ... -10.07 eV
Energy ... -296159.03125 eV
Kohn-Sham gap ... 10.279 eV

Each line ends with the Mulliken charge.
CARTESIAN COORDINATES (ANGSTROEM)
Cl -1.03270 -1.07084 -11.37984  -0.208
Cl -1.38593 6.46834 8.53171  -0.192
H 4.33238 2.44815 7.19546  0.300
H 0.88407 -5.83529 -4.33112  0.320
Cl -5.65962 0.07079 3.87294  -0.227
Cl 2.65340 -0.96834 -5.85590  -0.060
Cl 0.91739 4.06262 8.60447  -0.187
C -2.59914 5.80349 -3.24724  -0.436
C -6.07833 -2.29454 1.46456  -0.167
H -2.50269 -3.66215 -2.16698  0.146
C 4.16972 -0.20593 -6.41410  -0.684
H -1.39462 5.71229 6.31083  0.282
H 5.36397 -0.02708 -8.17740  0.361
H 3.67643 -0.45779 -8.50034  -0.206
H -0.09272 3.64794 6.52643  0.251
H -6.78775 -1.43030 5.27532  0.361
H -5.87392 0.42140 6.73955  0.356
H 0.22899 6.14797 6.84036  0.265
H 0.15722 0.20775 -9.07630  0.383
C 0.73398 -0.67754 -9.33171  0.174
O -2.43405 -3.90034 -5.12628  -0.147
H 1.08837 -1.81076 6.61453  0.252
B -1.04608 -1.72928 -5.98559  0.516
C -5.22528 -2.52824 0.24951  -0.502
C -0.12051 -1.72586 -9.99271  -0.193
C -5.75222 -1.10086 5.21445  -0.356
H 5.39342 1.62490 5.15370  0.339
C 1.69910 -3.93512 -4.87084  0.250
H 5.02399 0.85116 7.50674  0.337
H 3.68717 -3.89249 3.19155  -0.312
H -0.45368 7.84999 3.70517  0.288
C -0.67919 5.62575 7.12671  -0.392
C 4.26022 1.38939 6.95233  -0.451
Cl -1.32163 -1.83802 3.79602  -0.112
H -1.28198 3.66943 7.82547  0.322
B -1.25374 -3.98353 -5.87044  0.467
H 2.99916 -2.88369 -3.46692  0.323
Cl 4.98509 -2.32977 -7.93114  -0.195
H 1.50545 -2.03780 -3.75547  0.313
H 0.96048 -0.68484 5.26585  0.243
H 4.95661 -0.47377 -5.71409  0.360
Cl 2.09107 -0.16696 -10.37371  -0.250
Cl 4.63126 -3.73366 1.05135  -0.194
H -5.92666 -1.29994 1.87705  0.062
Cl 6.72988 -5.90142 2.64232  -0.197
C 5.64397 -4.70496 3.39794  -0.422
Cl -5.73809 -3.47257 2.75867  -0.208
H -0.54406 6.79138 1.43927  0.202
H 1.54862 -3.50463 -2.76308  0.448
H 0.47942 -2.55907 -10.34815  0.398
Cl 4.57617 -0.59138 5.13623  -0.130
H -0.20845 8.52446 1.41029  0.324
Cl 1.83732 -2.74508 4.59000  -0.227
C -3.26349 6.77149 -2.31947  -0.454
S -2.75596 -2.45915 -2.69604  -0.331
H 4.01603 0.87069 -6.36870  0.276
C 0.18366 7.55286 1.70650  -0.373
O -0.36943 -4.99427 -5.73541  -0.539
H -5.13396 -1.95250 4.95310  0.272
H -5.53133 -1.20701 7.32972  0.323
H -0.77988 -3.19265 5.62890  0.328
C 0.50630 -4.85942 -4.61443  -0.652
H -0.06581 -4.49244 -3.76059  0.221
B -2.43441 -2.68787 -4.47005  0.284
H -2.99793 5.93316 -4.25171  0.290
C 4.45555 1.17037 5.46654  -0.530
H 6.18682 -3.76753 3.48376  0.293
C -0.65480 -2.13221 5.42773  -0.316
H 1.55164 -3.35743 -5.77429  -0.013
H -4.34472 6.66208 -2.38855  0.311
H -3.00375 7.79895 -2.56111  0.313
H -7.12945 -2.40766 1.20322  0.345
C 1.94078 -3.02479 -3.65671  -1.337
H -5.28691 -3.55831 -0.09214  0.348
Cl 2.66833 0.86365 7.54535  -0.160
C 0.45044 7.54597 3.17970  -0.434
C 4.51643 -0.61206 -7.82502  0.105
Cl -3.59055 -0.13441 6.57132  -0.162
C 4.36407 -4.52760 2.62505  0.259
O -2.16380 -1.53346 -5.19388  -0.435
Cl -2.82092 6.47893 -0.62526  -0.160
O -1.00060 -2.90212 -6.72311  -0.094
Cl 1.65461 7.27287 0.74195  -0.187
C -0.40423 4.17351 7.42864  -0.349
C -5.33547 -0.49830 6.52726  -0.583
H 3.65625 1.59707 4.86682  0.309
H 3.87521 -5.48020 2.43985  0.361
H 2.60347 -4.51662 -5.01852  0.398
Cl -3.51136 -2.14925 0.55921  -0.179
H -0.84777 -2.10291 -9.28038  -0.016
H 1.16904 -1.08284 -8.41856  -0.267
C 0.78789 -1.71252 5.57311  -0.411
H -1.26314 -1.56903 6.13224  0.137
H 5.41680 -5.06865 4.39838  0.306
Cl 0.88893 5.93018 3.79989  -0.179
H -2.76815 4.77781 -2.93683  0.323
H -0.11962 -0.99021 -6.00961  -0.127
H -5.55198 -1.87662 -0.55986  0.331
H 1.25379 8.22685 3.44778  0.348
Cl -0.83791 6.07025 -3.34321  -0.178

Atoms 1-2, force components in eV/Å:
0.0 0.0 0.0
0.0 0.0 0.0

=====

Entry 2:
# C23H49Br14N3O3

A cluster of 10 separate species, C23H49Br14N3O3 in total in a non-equilibrium geometry (wB97M-V/def2-TZVPD, the OMol25 dataset).

E_HOMO ... -9.42 eV
Energy ... -1015850.53844 eV
Kohn-Sham gap ... 9.335 eV
Energy above the lowest of the compared OMol25 structures with the same formula, charge and spin ... 4.240 eV

Each line ends with the Mulliken charge.
CARTESIAN COORDINATES (ANGSTROEM)
H -11.82020 19.21141 10.91389  0.273
H -16.65356 15.12834 9.07660  0.279
Br -25.62974 20.03456 5.05766  -0.150
H -18.31691 18.44482 0.72603  0.340
Br -19.31116 31.41083 5.00145  -0.182
H -18.09971 22.62074 7.25981  0.410
C -20.85577 22.26006 11.68205  -0.527
C -22.73667 14.99274 5.92131  -0.614
C -13.92939 13.50549 8.32898  0.177
C -18.65666 30.24410 6.53147  -0.666
C -17.35613 21.85525 7.03799  -0.556
Br -22.22128 20.51147 3.37529  -0.099
Br -19.95231 17.92549 -1.19266  -0.150
H -16.16029 21.05571 5.19627  0.436
C -16.87186 21.83873 5.45829  -0.691
H -13.65305 26.08646 7.41841  0.266
C -12.54924 20.25315 2.40001  -1.028
H -14.13261 26.47188 9.57770  0.311
H -16.52596 21.96737 7.73538  0.348
Br -18.06408 14.86649 -0.78958  -0.142
Br -20.00333 24.07009 11.80572  -0.162
H -12.37208 20.92391 3.24073  0.314
H -12.59515 18.44821 7.29721  0.418
H -10.50554 17.99388 3.59317  0.364
Br -16.15857 23.72583 5.04879  -0.174
H -10.98033 17.98254 7.95916  0.354
H -12.29963 26.64902 9.60058  0.405
H -16.49905 14.09491 6.55568  0.336
H -23.64314 15.32909 6.42456  0.403
C -12.49213 18.91652 10.10787  -0.921
H -17.52731 17.92426 -0.77788  0.384
H -24.96558 20.46252 2.60861  0.383
H -19.50719 30.16600 7.20866  0.402
O -14.25342 18.35614 3.02141  -0.682
Br -22.86508 15.25602 3.98264  -0.143
C -25.07387 21.08799 3.49471  -0.599
C -18.32874 16.29648 0.56132  -0.509
C -13.30420 27.06592 7.74564  -0.421
H -11.21782 19.25712 6.89251  0.330
Br -23.12194 20.63570 10.72301  -0.157
C -12.02859 20.99908 8.76452  0.112
H -14.00606 27.79083 7.33334  0.345
H -16.99482 13.36151 9.32500  0.325
H -13.45256 19.34564 10.39338  0.314
H -17.21599 28.98765 5.54126  0.346
C -21.36165 15.58198 6.44600  -0.601
H -20.45735 15.09114 6.08624  0.409
H -19.25034 16.24827 1.14135  0.366
H -23.62641 22.55232 3.34105  0.299
H -22.83798 13.91728 6.06696  0.383
H -10.22743 18.37105 1.84000  0.327
C -23.65362 21.64237 3.94050  -0.603
H -22.53366 23.08978 10.48382  0.368
O -13.24937 13.77716 9.31621  -0.598
Br -18.28225 27.64917 7.47194  -0.145
Br -17.96509 19.96976 7.38571  -0.166
N -12.18188 18.89518 2.68601  0.128
H -13.58836 20.33749 2.08187  0.309
H -20.55909 21.68834 12.56138  0.379
C -10.76911 18.63149 2.74933  -1.019
H -16.76174 12.61315 7.27186  0.326
H -15.48043 12.62870 6.25364  0.366
H -13.52568 13.11647 7.38141  0.311
N -15.29508 13.63275 8.26165  0.072
N -12.02212 19.61712 8.89762  0.149
Br -21.37493 15.45282 8.49545  -0.187
C -13.05023 17.99758 3.01557  0.147
H -11.91080 20.51556 1.55644  0.423
Br -13.57316 28.77765 10.23029  -0.159
H -12.67226 16.99383 3.26421  0.339
O -12.53621 21.84082 9.50513  -0.620
H -22.93952 22.75951 12.16549  0.360
H -23.65757 21.97109 4.97975  0.428
C -11.67697 18.79888 7.76847  -1.092
C -22.38920 22.38477 11.30247  -0.552
C -18.30560 17.68332 -0.05378  -0.657
C -15.93801 13.27447 7.00312  -1.029
H -25.80100 21.85659 3.23277  0.342
C -13.26131 27.06529 9.30057  -0.591
C -18.20150 28.86265 5.98984  -0.475
H -17.56218 16.25414 1.33509  0.367
H -15.62525 14.25089 10.17745  0.308
H -12.64210 17.85413 9.91572  0.385
H -20.36397 21.75197 10.85254  0.291
H -18.93093 28.46228 5.28575  0.354
H -17.62698 21.63422 4.69930  0.393
H -11.56435 21.28514 7.80803  0.295
C -16.23578 14.14254 9.28101  -0.873
Br -11.49236 27.29519 7.04022  -0.152
H -21.46668 16.65597 6.29233  0.349
H -17.80495 30.77417 6.95776  0.364
H -10.25600 19.58251 2.89209  0.377

Atoms 1-2, force components in eV/Å:
0.1 -0.8 0.2
-0.1 -0.1 -0.5